Formula: C2H9NO2
Source: the Open Molecules 2025 dataset
Level of theory: the ωB97M-V functional and the def2-TZVPD basis

```
14
C2H9NO2 (the ωB97M-V functional and the def2-TZVPD basis)
C -1.81947 0.97415 0.83982
N -0.86636 -0.17422 0.48225
C -0.41957 -0.16566 -0.90671
O 0.50543 0.91583 -1.18569
H -2.82151 1.39452 0.30535
H -1.18754 1.92966 0.61409
H -2.04642 0.96799 1.87999
H -1.42335 -1.06359 0.47956
H 0.13527 -1.06203 -1.20818
H -1.32614 -0.04830 -1.50230
H 1.43663 0.62148 -0.88804
O 3.63345 -1.43318 0.22725
H 2.83233 -1.37765 -0.33295
H 3.36724 -1.47902 1.19555
```

Calculated values
HOMO energy in eV: -9.66
Strongest force on any atom in eV/A: 3.9
LUMO in eV: 0.57
SMILES: CNCO.O
Energy relative to the best compared isomer or geometry (same formula, charge and spin) in kJ/mol: 135.4



Formula: C2H8N2O2
Source: the Open Molecules 2025 dataset
Level of theory: the ωB97M-V functional and the def2-TZVPD basis

```
14
C2H8N2O2 (the ωB97M-V functional and the def2-TZVPD basis)
N 0.00000 0.00000 0.00000
C 0.48568 1.02338 1.00718
C -0.13965 0.92387 2.42180
N -1.34650 0.43326 2.60199
O 0.52842 1.30365 3.42493
H 0.27317 -0.88988 0.43147
H -1.02571 0.00135 -0.02440
H 1.54783 0.71626 1.06159
H 0.45225 2.04603 0.58468
H -1.83884 0.09012 1.77351
H -1.70571 0.21934 3.53566
O 0.08151 -1.47041 -3.33015
H 0.11516 -1.03215 -2.44978
H -0.72599 -1.10566 -3.75810
```

Calculated values
HOMO energy in eV: -9.60
Strongest force on any atom in eV/A: 4.9
LUMO in eV: 0.43
SMILES: NCC(N)=O.O
Energy relative to the best compared isomer or geometry (same formula, charge and spin) in kJ/mol: 94.7



Formula: C3H5F2NS
Source: the Open Molecules 2025 dataset
Level of theory: the ωB97M-V functional and the def2-TZVPD basis

```
12
C3H5F2NS (the ωB97M-V functional and the def2-TZVPD basis)
C -0.66246 1.53076 -0.05011
C -0.65585 0.07552 0.12496
F -1.41764 -0.27425 1.25156
F -1.32702 -0.58502 -0.83435
C 0.79955 -0.51321 0.10350
N 1.06058 -1.80278 -0.20022
S 2.05833 0.53900 0.43618
H -0.48042 1.87539 -1.10836
H -1.75090 1.69731 0.18105
H -0.04720 1.96750 0.59080
H 0.43929 -2.46687 -0.53247
H 1.98374 -2.04335 0.03745
```

Calculated values
HOMO energy in eV: -8.88
Strongest force on any atom in eV/A: 6.0
LUMO in eV: 0.06
SMILES: CC(F)(F)C(N)=S
Energy relative to the best compared isomer or geometry (same formula, charge and spin) in kJ/mol: 10.1



Formula: C17H14ClN5OS2
Source: the Open Molecules 2025 dataset
Level of theory: the ωB97M-V functional and the def2-TZVPD basis

```
40
C17H14ClN5OS2 (the ωB97M-V functional and the def2-TZVPD basis)
C 3.66828 0.74268 1.48950
C 2.91733 -0.34746 2.17104
N 1.58616 -0.05948 2.10942
N 0.73657 -0.92442 2.67949
C 0.98795 -1.71746 3.75528
N -0.07207 -2.23462 4.28603
N -1.14467 -1.79931 3.51225
C -0.65114 -0.98147 2.61739
C -1.47844 -0.39859 1.60702
S -2.94451 0.50691 1.89007
C -3.33784 0.65132 0.22117
N -4.18437 1.70261 -0.34397
C -5.29244 2.18089 0.33545
O -5.44270 1.98461 1.54586
C -6.48889 2.54778 -0.54602
Cl -6.08936 3.05035 -2.28452
C -2.40075 -0.11671 -0.50900
C -1.37547 -0.70495 0.20045
C -0.23821 -1.47147 -0.35025
C 0.69887 -0.88076 -1.15707
C 1.80614 -1.51146 -1.66299
C 1.97978 -2.93128 -1.32702
C 1.09245 -3.55371 -0.48633
C -0.02107 -2.86378 0.07278
S 2.56041 -1.98916 4.45355
C 3.47280 -1.39104 2.95789
H 4.69125 0.52348 1.23537
H 3.12428 0.86801 0.48550
H 3.69714 1.63943 2.13465
H -3.86932 2.03362 -1.26351
H -6.97409 1.54508 -0.65363
H -7.15214 3.31669 -0.07265
H -2.43007 -0.15628 -1.59802
H 0.63748 0.17328 -1.23867
H 2.33656 -0.92582 -2.38729
H 2.85297 -3.61865 -1.58437
H 1.27333 -4.63540 -0.23059
H -0.68797 -3.42946 0.77136
H 4.49485 -1.02079 3.29739
H 3.60484 -2.27259 2.24729
```

Calculated values
HOMO energy in eV: -8.01
Strongest force on any atom in eV/A: 7.0
LUMO in eV: 0.02
SMILES: CC1=Nn2c(nnc2-c2sc(NC(=O)CCl)cc2-c2ccccc2)SC1
Energy relative to the best compared isomer or geometry (same formula, charge and spin) in kJ/mol: 164.8



Formula: C20H17Co2N2O6
Source: the Open Molecules 2025 dataset
Level of theory: the ωB97M-V functional and the def2-TZVPD basis

```
47
C20H17Co2N2O6 (the ωB97M-V functional and the def2-TZVPD basis)
C -5.21632 0.54352 0.59732
C -5.22664 -0.98052 0.58648
C -3.77259 -1.44795 0.50543
N -2.94911 -0.23502 0.59417
N -1.64850 -0.29644 0.41235
C -0.71218 0.59204 0.39086
C -3.75012 0.98906 0.41114
H -5.84405 0.95800 -0.19978
H -5.59008 0.91719 1.55811
H -5.68949 -1.35260 1.49912
H -5.78813 -1.35487 -0.26908
H -3.51857 -2.13973 1.31785
H -3.57084 -1.98012 -0.43614
H 0.30045 0.30708 0.08301
H -0.94361 1.64463 0.59846
H -3.59427 1.42617 -0.59911
H -3.45961 1.77693 1.13042
O 5.48121 3.53175 -0.74968
C 4.51785 2.92544 -0.96629
Co 3.08824 1.92696 -1.26940
C 1.97363 3.00438 -0.44345
O 1.25981 3.71100 0.14219
C 3.05384 2.43055 -3.09182
O 3.14408 3.32048 -3.84970
C 3.37411 0.12484 -1.50336
C 2.62002 0.35221 -0.37970
C 2.46091 -0.14615 0.90162
C 1.54288 -0.92923 1.72012
C 1.65238 -0.69654 3.12374
C 0.77739 -1.24252 4.05398
C -0.24546 -2.08980 3.62238
C -0.31590 -2.41748 2.26557
C 0.57375 -1.89108 1.32884
Co 2.75575 0.36998 -3.39914
C 3.07166 0.37460 -5.18117
O 3.31454 0.22780 -6.30659
C 1.04304 0.37256 -3.00418
O -0.05096 0.34113 -2.62495
C 3.07215 -1.33153 -3.71727
O 3.32688 -2.42610 -3.98847
H 4.34699 -0.40134 -1.50819
H 3.37961 0.04580 1.49132
H 2.47159 -0.05797 3.47326
H 0.87858 -1.00177 5.11590
H -0.97963 -2.48356 4.33401
H -1.13040 -3.06591 1.92805
H 0.51515 -2.24587 0.30182
```

Calculated values
HOMO energy in eV: -10.59
Strongest force on any atom in eV/A: 5.2
LUMO in eV: -5.68
Net charge: +1
Energy relative to the best compared isomer or geometry (same formula, charge and spin) in kJ/mol: 0.0



Formula: C54H35ClN12W
Source: the Open Molecules 2025 dataset
Level of theory: the ωB97M-V functional and the def2-TZVPD basis

```
103
C54H35ClN12W (the ωB97M-V functional and the def2-TZVPD basis)
W -0.14479 0.02728 0.01771
C -1.49169 -6.29876 1.22699
C -1.77697 -6.42746 -0.13050
C -1.63330 -5.34852 -0.99008
C -1.20721 -4.15001 -0.44396
C -0.95299 -2.85742 -1.08001
N -0.63561 -1.97969 -0.16533
C -0.43664 -2.60025 1.12704
N -0.28100 -1.32863 3.23500
C 0.40259 -0.27183 3.13002
C 1.11039 0.34914 4.26258
C 1.28696 -0.06894 5.56495
C 1.95506 0.80138 6.42113
C 2.41294 2.04485 5.98098
C 2.22454 2.45509 4.66821
C 1.56546 1.57811 3.82510
C 1.25676 1.66794 2.39848
N 1.67205 2.68171 1.68767
C 1.74785 2.60203 0.37412
N 1.29767 1.60958 -0.46811
C 1.83480 1.91649 -1.72567
N 1.63129 1.31529 -2.87408
C 0.90098 0.26121 -3.05401
N 0.24109 -0.52179 -2.09098
C -0.36507 -1.54897 -2.81033
N -0.98088 -2.62168 -2.38580
C -0.18111 -1.34627 -4.24034
C -0.64078 -2.07046 -5.32805
C -0.25412 -1.62882 -6.58438
C 0.57723 -0.51309 -6.73623
C 1.04142 0.19714 -5.63905
C 0.63658 -0.24388 -4.38931
C 2.61408 3.12460 -1.65776
C 3.33669 3.82087 -2.62026
C 3.95909 4.98831 -2.21525
C 3.87068 5.44667 -0.89082
C 3.15720 4.74507 0.06408
C 2.52304 3.58011 -0.35247
N 0.58714 0.57382 1.97435
C -0.91483 -4.01574 0.91004
C -1.05128 -5.09276 1.76559
H -1.61488 -7.15469 1.87707
H -2.11343 -7.38023 -0.51540
H -1.84449 -5.42927 -2.04796
H 0.91741 -1.02804 5.90179
H 2.12192 0.51365 7.45042
H 2.92311 2.69608 6.67766
H 2.57494 3.41478 4.31331
H -1.27249 -2.93829 -5.19539
H -0.59457 -2.15610 -7.46516
H 0.86310 -0.20351 -7.73248
H 1.68863 1.05674 -5.74717
H 3.40641 3.45963 -3.63712
H 4.53149 5.56368 -2.93053
H 4.37591 6.36276 -0.61670
H 3.08867 5.08187 1.08952
H -0.83794 -5.01418 2.82465
C -0.83549 3.24688 -1.63182
C -1.37535 3.09765 -0.24337
C -1.92579 4.22632 0.34381
C -2.58039 4.13693 1.55634
C -2.73343 2.89079 2.12885
C -2.15747 1.79552 1.51604
N -1.40874 1.89692 0.38701
C -2.32808 0.43380 2.01520
C -3.25027 0.03666 2.91720
C -3.38298 -1.37608 3.17573
C -2.43909 -2.23154 2.76482
C -1.18490 -1.67569 2.14783
N -1.53491 -0.49055 1.37133
C 1.07872 -2.48411 1.26975
C 1.83242 -3.40047 1.96223
C 3.21001 -3.26876 1.95380
C 3.76419 -2.23864 1.22469
C 2.95887 -1.32618 0.55183
C 3.62630 -0.25514 -0.25288
N 1.61346 -1.43437 0.59631
H -1.63729 3.62644 -2.26873
H -0.02233 3.97258 -1.66663
H -0.49102 2.31345 -2.04902
H -1.84694 5.16872 -0.18056
H -2.99561 5.01756 2.02769
H -3.28353 2.75869 3.04811
H -3.91815 0.74263 3.38626
H -4.25417 -1.73780 3.70544
H -2.51190 -3.29256 2.95243
H 1.34746 -4.20999 2.48570
H 3.83749 -3.97430 2.48150
H 4.83681 -2.12757 1.15437
H 4.68042 -0.49496 -0.36711
H 3.18465 -0.18311 -1.24477
H 3.56120 0.71601 0.23646
Cl -3.66396 1.18449 -4.74656
C -3.61577 0.43811 -3.19849
C -4.71236 -0.22742 -2.67819
C -4.57260 -0.81810 -1.43549
C -3.36821 -0.71879 -0.76030
N -2.31498 -0.06780 -1.26169
C -2.44408 0.49150 -2.46811
H -5.63719 -0.28482 -3.23616
H -5.39026 -1.36310 -0.98540
H -3.23832 -1.18660 0.20578
H -1.58549 0.98021 -2.89900
```

Calculated values
HOMO energy (spin up / spin down) in eV: -11.48 / -12.82
Multiplicity: 3
Strongest force on any atom in eV/A: 0.7
LUMO (spin up / spin down) in eV: -6.05 / -6.80
⟨S²⟩: 2.05
Net charge: +2